P) {"formula": "C21H20N2O4S2", "method": "ωB97M-V/def2-TZVPD", "orbital_gap_ev": 9.08, "charge": 0, "molar_mass_g_mol": 428.54, "species": ["O", "O", "O", "O", "S", "C", "C", "C", "C", "C", "C", "C", "C", "C", "C", "C", "C", "C", "C", "C", "N", "N", "C", "C", "C", "C", "C", "C", "S", "H", "H", "H", "H", "H", "H", "H", "H", "H", "H", "H", "H", "H", "H", "H", "H", "H", "H", "H", "H"], "coordinates": [[-1.43, 1.41, 1.91], [2.52, 0.50, -3.68], [2.80, -1.67, -2.81], [-3.69, 1.13, 2.08], [6.66, 0.49, -0.95], [-2.45, 0.77, 1.65], [5.36, -0.22, -1.85], [4.13, 0.32, -1.53], [4.91, 3.32, 1.40], [3.56, 3.14, 1.05], [-4.51, -3.52, 0.91], [-5.78, -2.96, 1.03], [5.88, 2.51, 0.84], [3.20, 2.16, 0.11], [-3.35, -2.72, 0.77], [-5.89, -1.56, 1.16], [5.50, 1.54, -0.13], [4.19, 1.36, -0.51], [-3.46, -1.29, 0.82], [-4.73, -0.75, 1.03], [-2.35, -0.39, 0.85], [1.28, -0.04, -1.39], [-4.81, 0.78, 1.29], [1.17, -1.12, -0.42], [0.03, 0.26, -2.10], [0.13, -0.80, 0.63], [-1.08, 0.58, -1.08], [-1.23, -0.60, -0.09], [2.64, -0.29, -2.44], [5.56, -0.98, -2.62], [5.14, 4.07, 2.16], [2.73, 3.70, 1.44], [-4.42, -4.59, 0.81], [-6.63, -3.62, 1.13], [6.96, 2.64, 1.14], [2.16, 2.00, -0.08], [-2.44, -3.25, 0.61], [-6.83, -1.11, 1.39], [-4.78, 1.36, 0.34], [-5.77, 1.07, 1.75], [2.14, -1.22, 0.08], [0.93, -2.06, -0.92], [0.14, 1.10, -2.78], [-0.25, -0.64, -2.70], [0.03, -1.63, 1.37], [0.39, 0.10, 1.12], [-0.83, 1.52, -0.56], [-2.03, 0.71, -1.58], [-1.41, -1.49, -0.65]], "nbo_charge": [-0.615, -0.927, -0.937, -0.496, 0.423, 0.909, -0.330, -0.343, -0.214, -0.197, -0.193, -0.225, -0.211, -0.209, -0.228, -0.184, -0.190, -0.029, 0.163, -0.073, -0.481, -0.652, -0.082, -0.239, -0.229, -0.408, -0.410, -0.023, 2.243, 0.268, 0.222, 0.222, 0.217, 0.220, 0.227, 0.232, 0.218, 0.214, 0.186, 0.214, 0.223, 0.190, 0.243, 0.180, 0.218, 0.238, 0.230, 0.217, 0.207]}

***

Q) {"formula": "C21H20N2O4S2", "method": "ωB97M-V/def2-TZVPD", "orbital_gap_ev": 8.28, "charge": 0, "molar_mass_g_mol": 428.53, "species": ["O", "O", "O", "O", "C", "C", "C", "C", "C", "C", "C", "C", "C", "C", "C", "C", "C", "C", "C", "C", "C", "N", "N", "S", "C", "C", "C", "C", "S", "H", "H", "H", "H", "H", "H", "H", "H", "H", "H", "H", "H", "H", "H", "H", "H", "H", "H", "H", "H"], "coordinates": [[-0.19, 2.91, 1.38], [-2.48, -3.38, 0.24], [-1.12, -1.89, 1.65], [3.17, 0.62, 0.09], [0.53, 1.99, 1.09], [0.04, 1.07, 0.13], [1.38, -1.33, -2.03], [0.64, -1.10, -0.90], [0.88, 0.00, 0.06], [-4.34, 1.45, -0.88], [0.36, -4.10, -4.45], [-0.75, -4.51, -3.76], [-3.93, 1.25, 0.45], [-4.00, 0.49, -1.85], [1.10, -3.02, -3.97], [-1.08, -3.90, -2.55], [-3.11, 0.18, 0.81], [-3.20, -0.61, -1.48], [0.80, -2.41, -2.78], [-0.31, -2.82, -2.03], [-2.77, -0.78, -0.15], [1.73, 1.64, 1.68], [-0.37, -2.06, -0.88], [2.28, 0.06, 1.13], [3.70, 1.67, 3.22], [2.81, 3.78, 2.15], [1.44, 2.56, 3.93], [2.41, 2.41, 2.74], [-1.69, -2.15, 0.31], [-0.81, 1.24, -0.51], [2.30, -0.79, -2.31], [-4.89, 2.34, -1.07], [0.54, -4.48, -5.46], [-1.32, -5.30, -4.16], [-4.30, 1.98, 1.19], [-4.28, 0.63, -2.89], [1.96, -2.69, -4.58], [-1.96, -4.27, -2.03], [-2.78, 0.01, 1.85], [-2.86, -1.36, -2.19], [4.44, 1.66, 2.39], [4.18, 2.24, 4.00], [3.62, 0.65, 3.57], [3.24, 4.36, 2.96], [1.88, 4.31, 1.82], [3.50, 3.66, 1.31], [0.86, 1.64, 4.15], [2.02, 2.80, 4.84], [0.73, 3.36, 3.75]], "nbo_charge": [-0.583, -0.878, -0.906, -0.951, 0.624, -0.214, -0.215, 0.091, -0.192, -0.184, -0.224, -0.198, -0.200, -0.197, -0.183, -0.258, -0.192, -0.198, -0.118, 0.205, -0.313, -0.640, -0.596, 1.464, -0.643, -0.622, -0.626, 0.140, 2.243, 0.251, 0.250, 0.224, 0.217, 0.216, 0.230, 0.227, 0.218, 0.238, 0.256, 0.234, 0.228, 0.226, 0.220, 0.212, 0.235, 0.225, 0.218, 0.207, 0.233]}

***

Stability ranking, top and bottom: P) is the most stable and Q) is the least stable.

***

P) {"formula": "C32H24N11O2PrS", "method": "ωB97M-V/def2-TZVPD", "s_squared": 2.00, "orbital_gap_ev": [5.78, 5.79], "charge": 0, "spin_multiplicity": 3, "molar_mass_g_mol": 767.59, "species": ["Pr", "C", "C", "C", "C", "N", "C", "N", "C", "N", "C", "N", "C", "C", "C", "C", "C", "N", "C", "C", "C", "C", "C", "C", "H", "H", "H", "H", "H", "H", "H", "H", "H", "H", "H", "H", "S", "C", "C", "C", "C", "C", "C", "H", "H", "H", "H", "H", "C", "N", "C", "C", "C", "N", "C", "O", "N", "H", "H", "H", "H", "H", "H", "H", "O", "N", "C", "C", "N", "C", "N"], "coordinates": [[-4.56, -14.72, -10.52], [-4.53, -10.23, -13.20], [-3.57, -10.65, -14.16], [-3.00, -11.91, -14.01], [-3.24, -12.71, -12.83], [-4.17, -12.30, -11.96], [-4.73, -11.08, -12.14], [-2.58, -13.89, -12.66], [-1.95, -14.27, -11.55], [-2.05, -15.63, -11.13], [-1.69, -15.59, -9.76], [-1.98, -16.55, -8.90], [-2.89, -16.58, -7.92], [-2.76, -17.59, -6.90], [-3.65, -17.67, -5.84], [-4.75, -16.78, -5.82], [-4.82, -15.87, -6.85], [-3.96, -15.74, -7.88], [-1.17, -14.28, -9.40], [-0.98, -13.71, -8.17], [-0.76, -12.33, -8.07], [-0.83, -11.52, -9.21], [-1.20, -12.07, -10.44], [-1.32, -13.46, -10.55], [-5.09, -9.27, -13.28], [-3.27, -10.00, -14.99], [-2.27, -12.31, -14.72], [-5.45, -10.81, -11.33], [-1.89, -18.23, -7.02], [-3.48, -18.38, -5.02], [-5.55, -16.80, -5.05], [-5.61, -15.12, -6.87], [-1.01, -14.35, -7.28], [-0.56, -11.86, -7.09], [-0.63, -10.45, -9.12], [-1.45, -11.43, -11.27], [-6.71, -14.99, -12.62], [-7.86, -14.04, -11.79], [-9.21, -14.40, -12.04], [-10.28, -13.63, -11.61], [-10.06, -12.52, -10.78], [-8.76, -12.21, -10.38], [-7.68, -12.91, -10.95], [-9.39, -15.32, -12.63], [-11.30, -13.88, -11.97], [-10.90, -11.90, -10.42], [-8.56, -11.39, -9.66], [-6.68, -12.52, -10.74], [-5.41, -19.70, -10.82], [-6.23, -18.69, -10.14], [-7.42, -18.97, -9.50], [-8.16, -17.95, -8.98], [-7.61, -16.62, -9.03], [-6.43, -16.38, -9.59], [-5.74, -17.39, -10.15], [-4.67, -17.11, -10.72], [-8.41, -15.65, -8.50], [-6.03, -20.59, -10.98], [-4.53, -19.92, -10.19], [-5.05, -19.28, -11.76], [-7.69, -20.03, -9.42], [-9.16, -18.14, -8.55], [-9.17, -15.98, -7.92], [-8.01, -14.75, -8.26], [-3.90, -12.67, -8.75], [-5.22, -12.95, -8.61], [-5.78, -12.42, -7.48], [-4.86, -11.71, -6.70], [-4.00, -11.16, -6.13], [-7.15, -12.54, -7.17], [-8.30, -12.76, -7.02]], "mulliken_spin": [2.000, -0.001, 0.000, -0.001, -0.002, 0.004, 0.002, -0.001, 0.006, -0.005, -0.001, 0.005, -0.006, 0.000, 0.000, 0.000, 0.002, -0.001, 0.001, 0.000, 0.001, 0.000, 0.000, -0.002, 0.000, 0.000, 0.000, 0.000, 0.000, 0.000, 0.000, 0.000, 0.000, 0.000, 0.000, 0.000, -0.008, -0.003, -0.001, 0.000, -0.001, 0.000, 0.000, 0.000, 0.000, 0.000, 0.000, 0.000, 0.000, 0.000, 0.000, 0.000, 0.002, 0.000, -0.001, 0.009, 0.000, 0.000, 0.000, 0.000, 0.000, 0.000, 0.000, 0.000, 0.006, -0.007, 0.001, 0.001, 0.000, 0.000, 0.000]}

***

Q) {"formula": "C32H24N11O2PrS", "method": "ωB97M-V/def2-TZVPD", "s_squared": 2.00, "orbital_gap_ev": [4.58, 4.59], "charge": 0, "spin_multiplicity": 3, "molar_mass_g_mol": 767.59, "species": ["Pr", "C", "C", "C", "C", "N", "C", "N", "C", "N", "C", "N", "C", "C", "C", "C", "C", "N", "C", "C", "C", "C", "C", "C", "H", "H", "H", "H", "H", "H", "H", "H", "H", "H", "H", "H", "S", "C", "C", "C", "C", "C", "C", "H", "H", "H", "H", "H", "C", "N", "C", "C", "C", "N", "C", "O", "N", "H", "H", "H", "H", "H", "H", "H", "O", "N", "C", "C", "N", "C", "N"], "coordinates": [[-17.96, -6.54, 12.60], [-18.73, -4.88, 17.01], [-19.90, -5.53, 17.54], [-20.69, -6.16, 16.64], [-20.30, -6.34, 15.27], [-19.06, -6.01, 14.91], [-18.40, -5.09, 15.67], [-21.16, -7.03, 14.52], [-21.12, -7.60, 13.35], [-20.09, -7.57, 12.35], [-20.55, -8.23, 11.25], [-20.09, -8.31, 9.99], [-18.85, -8.07, 9.52], [-18.73, -8.03, 8.10], [-17.44, -8.00, 7.57], [-16.38, -7.58, 8.38], [-16.60, -7.54, 9.73], [-17.80, -7.72, 10.31], [-21.93, -8.76, 11.50], [-22.86, -9.44, 10.71], [-24.18, -9.59, 11.15], [-24.50, -9.12, 12.44], [-23.61, -8.36, 13.21], [-22.29, -8.25, 12.75], [-18.05, -4.26, 17.58], [-20.11, -5.58, 18.61], [-21.71, -6.54, 16.83], [-17.52, -4.57, 15.22], [-19.62, -8.09, 7.44], [-17.34, -8.34, 6.49], [-15.44, -7.27, 7.92], [-15.82, -7.35, 10.48], [-22.55, -9.78, 9.72], [-24.97, -10.08, 10.51], [-25.45, -9.31, 12.94], [-23.95, -8.02, 14.17], [-15.17, -4.70, 12.57], [-13.78, -4.95, 13.54], [-12.57, -4.71, 12.90], [-11.37, -4.51, 13.57], [-11.33, -4.71, 14.93], [-12.53, -4.95, 15.60], [-13.73, -5.23, 14.92], [-12.61, -4.61, 11.82], [-10.49, -4.10, 13.02], [-10.45, -4.42, 15.47], [-12.59, -4.92, 16.65], [-14.68, -5.49, 15.39], [-15.19, -8.79, 16.25], [-16.06, -9.41, 15.25], [-16.44, -10.79, 15.33], [-17.30, -11.30, 14.44], [-17.82, -10.41, 13.44], [-17.62, -9.13, 13.48], [-16.69, -8.60, 14.34], [-16.32, -7.37, 14.14], [-18.54, -11.03, 12.49], [-14.14, -8.58, 15.86], [-15.15, -9.49, 17.11], [-15.67, -7.85, 16.53], [-15.97, -11.26, 16.17], [-17.50, -12.37, 14.39], [-18.35, -12.03, 12.31], [-19.26, -10.59, 11.97], [-18.42, -4.54, 11.06], [-18.41, -3.91, 12.19], [-18.28, -2.56, 11.99], [-17.88, -2.11, 10.71], [-17.20, -1.83, 9.79], [-18.28, -1.73, 13.13], [-18.37, -0.92, 13.98]], "mulliken_spin": [2.012, 0.000, 0.000, -0.001, 0.002, -0.001, 0.000, -0.001, 0.003, -0.003, 0.002, -0.001, 0.003, 0.000, 0.000, 0.000, 0.000, 0.002, -0.001, 0.001, 0.000, 0.000, 0.000, 0.000, 0.000, 0.000, 0.000, -0.001, 0.000, 0.000, 0.000, -0.001, 0.000, 0.000, 0.000, 0.000, -0.009, 0.000, -0.001, 0.000, -0.001, 0.000, 0.000, 0.000, 0.000, 0.000, 0.000, -0.001, 0.000, 0.000, 0.000, 0.000, 0.003, 0.000, 0.001, -0.005, 0.000, 0.000, 0.000, 0.000, 0.000, 0.000, 0.000, 0.000, -0.001, -0.005, 0.000, 0.000, 0.001, 0.000, 0.000]}

***

Stability ranking, top and bottom: P) is the most stable and Q) is the least stable.

***

P) {"formula": "C4H3Br", "method": "ωB97M-V/def2-TZVPD", "orbital_gap_ev": 8.14, "charge": 0, "molar_mass_g_mol": 130.97, "species": ["C", "C", "C", "C", "Br", "H", "H", "H"], "coordinates": [[-0.59, -1.33, -0.94], [-1.16, -1.58, -2.08], [0.23, -0.74, -0.08], [0.08, 1.03, 0.50], [0.01, 1.00, 2.35], [1.11, -1.30, 0.24], [-0.77, 1.57, -0.07], [1.07, 1.34, 0.06]], "nbo_charge": [-0.473, 0.158, 0.037, -0.529, 0.107, 0.213, 0.254, 0.233]}

***

Q) {"formula": "C4H3Br", "method": "ωB97M-V/def2-TZVPD", "orbital_gap_ev": [6.61, 8.26], "charge": 0, "molar_mass_g_mol": 130.97, "species": ["C", "C", "C", "C", "Br", "H", "H", "H"], "coordinates": [[0.94, -0.91, -0.75], [1.80, 0.20, -0.69], [-0.02, -1.68, -0.78], [-0.75, 1.21, 0.54], [0.99, 1.46, 0.28], [-0.60, -2.52, -0.65], [-1.22, 0.28, 0.79], [-1.12, 1.96, 1.25]], "nbo_charge": [-0.159, -0.435, -0.217, -0.703, 0.855, 0.224, 0.227, 0.206]}

***

Stability ranking, top and bottom: P) is the most stable and Q) is the least stable.

***

P) {"formula": "BrH4N2OP", "method": "ωB97M-V/def2-TZVPD", "orbital_gap_ev": 10.20, "charge": 0, "molar_mass_g_mol": 158.92, "species": ["N", "N", "O", "P", "Br", "H", "H", "H", "H"], "coordinates": [[0.24, 1.11, -1.40], [0.30, 0.25, 1.22], [0.18, -1.70, -0.50], [-0.19, 0.12, -0.28], [-2.39, -0.16, -0.16], [0.22, 1.94, -0.80], [1.28, 0.54, 1.41], [-0.19, -0.27, 1.90], [0.55, -1.82, -1.39]], "nbo_charge": [-1.239, -1.228, -0.972, 1.955, -0.236, 0.367, 0.436, 0.429, 0.487]}

***

Q) {"formula": "BrH4N2OP", "method": "ωB97M-V/def2-TZVPD", "orbital_gap_ev": 10.36, "charge": 0, "molar_mass_g_mol": 158.92, "species": ["N", "N", "O", "P", "Br", "H", "H", "H", "H"], "coordinates": [[-1.84, 0.24, -1.39], [-0.31, 2.15, -0.38], [0.42, -0.37, 0.00], [-0.61, 0.55, -0.47], [3.35, -3.65, 1.93], [-1.80, -0.75, -1.65], [0.04, 2.45, 0.51], [-1.15, 2.68, -0.33], [1.89, -3.31, 1.78]], "nbo_charge": [-1.221, -1.139, -1.023, 2.177, -0.226, 0.390, 0.407, 0.408, 0.226]}

***

R) {"formula": "BrH4N2OP", "method": "ωB97M-V/def2-TZVPD", "orbital_gap_ev": 10.92, "charge": 0, "molar_mass_g_mol": 158.92, "species": ["N", "N", "O", "P", "Br", "H", "H", "H", "H"], "coordinates": [[0.34, 0.97, -1.84], [1.03, 1.96, 0.44], [-0.13, -0.49, 0.42], [0.34, 0.69, -0.38], [-2.70, -4.07, 0.92], [0.19, 0.13, -2.48], [1.53, 1.79, 1.28], [1.33, 2.42, -0.38], [-1.91, -3.40, 2.02]], "nbo_charge": [-1.305, -1.168, -1.023, 2.215, -0.225, 0.425, 0.433, 0.422, 0.225]}

***

Stability ranking, top and bottom: P) is the most stable and R) is the least stable.